Entry 1:
One molecule with the formula C2H5NS at a distorted geometry. Source: the Open Molecules 2025 dataset; level of theory: wB97M-V/def2-TZVPD.

Structure (XYZ):
```
9
Properties=species:S:1:pos:R:3:forces:R:3
S -1.5409 -1.9299 -1.1965 1.5 3.6 2.3
N -1.3889 0.1459 0.7130 2.4 -0.4 -1.9
C 0.7178 -0.4040 -0.6597 0.8 3.1 1.6
C -0.7209 -0.4621 -0.3021 -3.0 -5.6 -2.3
H -1.2151 1.1250 0.7550 -0.1 0.7 0.8
H -2.2720 -0.2445 0.9436 -0.8 0.0 -0.1
H 1.1271 0.6603 -0.3990 -0.4 -1.6 -1.0
H 1.0361 -0.8249 -1.6286 -0.6 0.5 0.6
H 1.1708 -0.9721 0.1523 0.2 -0.4 0.0
```
Forces are in eV/Å.

Calculated values
- molar mass (g mol⁻¹) = 75.14
- multiplicity = 1
- highest occupied orbital energy (eV) = -8.02
- HOMO-LUMO gap (eV) = 8.20
- energy relative to the best compared isomer or geometry (same formula, charge and spin) (kJ/mol) = 119.38
- DFT total energy (Ha) = -532.09710
- structure (SMILES) = CC(N)=S
- maximum force (hartree/bohr) = 0.13170

Mulliken population analysis, charges in e, atoms 1 to 5: -0.36 -0.39 -0.88 0.28 0.23



Entry 2:
One molecule with the formula C2H5NS at a distorted geometry. Source: the Open Molecules 2025 dataset; level of theory: wB97M-V/def2-TZVPD.

Structure (XYZ):
```
9
Properties=species:S:1:pos:R:3:forces:R:3
S -0.1182 -1.3061 0.0805 -0.2 3.7 1.5
N -0.4399 0.3545 0.7182 7.5 -4.0 -8.2
C 1.0959 -0.7375 -1.1390 -0.4 -0.2 0.2
C -1.3572 0.5354 1.5553 -6.8 0.6 6.3
H -1.5078 1.5525 1.8892 0.2 0.0 0.4
H 2.0984 -1.0143 -0.8261 0.0 -0.1 0.1
H 0.8672 -1.1806 -2.1024 0.0 -0.1 -0.1
H 0.9932 0.3412 -1.1825 -0.1 0.1 0.1
H -2.0157 -0.2265 1.9637 -0.2 0.1 -0.3
```
Forces are in eV/Å.

Calculated values
- molar mass (g mol⁻¹) = 75.14
- multiplicity = 3
- highest occupied orbital energy (alpha / beta) (eV) = -5.07 / -9.34
- HOMO-LUMO gap (alpha / beta) (eV) = 5.70 / 6.71
- ⟨S²⟩ = 2.01
- energy relative to the best compared isomer or geometry (same formula, charge and spin) (kJ/mol) = 167.25
- DFT total energy (Ha) = -531.94600
- maximum force (hartree/bohr) = 0.22973

Mulliken population analysis, charges in e, atoms 1 to 5: 0.15 -0.37 -0.66 -0.53 0.28



Entry 3:
A 2-piece molecular cluster, C2H5NS2 overall at a distorted geometry. Source: the Open Molecules 2025 dataset; level of theory: wB97M-V/def2-TZVPD.

Structure (XYZ):
```
10
Properties=species:S:1:pos:R:3:forces:R:3
S -1.8335 -0.6195 2.1127 -0.2 2.6 0.1
S 1.0871 0.9892 1.8577 0.0 0.2 1.3
N 0.6031 -0.2790 0.8376 -0.1 -0.5 -0.2
C -0.5484 0.2150 1.2257 -1.0 0.6 0.1
C 1.2435 -1.1499 0.1430 -0.8 0.3 0.0
H 1.1284 1.7478 -0.4161 -0.3 0.5 -0.6
H 2.3097 -1.0048 0.2307 0.0 -0.7 -0.7
H 0.7390 2.0771 -0.9770 0.3 -0.2 0.2
H 0.5632 -1.7658 -0.4565 1.1 -0.2 0.1
H -1.4916 -1.8122 1.8641 1.0 -2.4 -0.3
```
Forces are in eV/Å.

Calculated values
- molar mass (g mol⁻¹) = 107.20
- multiplicity = 1
- highest occupied orbital energy (alpha / beta) (eV) = -7.60 / -7.60
- HOMO-LUMO gap (alpha / beta) (eV) = 7.51 / 7.51
- energy relative to the best compared isomer or geometry (same formula, charge and spin) (kJ/mol) = 549.20
- DFT total energy (Ha) = -930.13027
- maximum force (hartree/bohr) = 0.05113

Mulliken population analysis, charges in e, atoms 1 to 5: -0.14 -0.17 0.10 -0.09 -0.32



Entry 4:
One molecule with the formula C2H5NS3 at a distorted geometry. Source: the Open Molecules 2025 dataset; level of theory: wB97M-V/def2-TZVPD.

Structure (XYZ):
```
11
Properties=species:S:1:pos:R:3:forces:R:3
S -2.7154 -0.3846 -0.3421 1.0 -1.7 -3.6
S -0.7961 2.2210 -0.4255 -1.0 2.8 -0.9
S 2.3065 -0.0856 -0.6733 -0.7 -2.0 0.4
N -1.0255 -0.3569 0.0095 -2.1 -3.7 2.0
C -0.3635 0.8128 0.0759 2.8 -3.3 0.7
C 1.0420 0.4726 0.5376 2.4 1.5 2.2
H 1.1539 -0.3934 1.2741 -0.8 1.6 -0.5
H -2.5544 -1.0339 -1.8866 -0.5 1.5 3.5
H -0.7612 -1.2538 0.6646 -0.4 3.4 -2.3
H 1.5141 1.4500 0.9902 -1.0 -2.0 -0.6
H 2.1995 -1.4482 -0.2245 0.4 1.9 -1.0
```
Forces are in eV/Å.

Calculated values
- molar mass (g mol⁻¹) = 139.27
- multiplicity = 1
- highest occupied orbital energy (eV) = -8.67
- HOMO-LUMO gap (eV) = 8.52
- energy relative to the best compared isomer or geometry (same formula, charge and spin) (kJ/mol) = 189.53
- DFT total energy (Ha) = -1328.42541
- structure (SMILES) = S=C(CS)NS
- maximum force (hartree/bohr) = 0.09184

Mulliken population analysis, charges in e, atoms 1 to 5: -0.16 -0.32 -0.14 -0.31 0.55



Entry 5:
One molecule with the formula C2H5NSi at a distorted geometry. Source: the Open Molecules 2025 dataset; level of theory: wB97M-V/def2-TZVPD.

Structure (XYZ):
```
9
Properties=species:S:1:pos:R:3:forces:R:3
Si 1.0221 -0.6376 -0.0322 -2.4 0.3 -0.3
N -2.7626 -0.3950 -0.0179 -1.8 -1.1 -0.1
C -1.7283 0.0558 -0.1173 4.7 3.3 0.4
C -0.2934 0.7694 -0.0104 -0.8 0.5 -0.1
H -0.1520 1.3285 1.0044 -0.8 -1.1 -1.7
H -0.0376 1.5862 -0.8291 -1.1 -1.9 1.4
H 2.1607 -0.1003 0.4948 2.3 1.0 0.9
H 1.2599 -0.9784 -1.4145 0.0 -0.6 -0.5
H 0.5312 -1.6285 0.9220 -0.1 -0.5 -0.2
```
Forces are in eV/Å.

Calculated values
- molar mass (g mol⁻¹) = 71.15
- multiplicity = 1
- highest occupied orbital energy (eV) = -11.34
- HOMO-LUMO gap (eV) = 12.03
- energy relative to the best compared isomer or geometry (same formula, charge and spin) (kJ/mol) = 67.94
- DFT total energy (Ha) = -423.39267
- structure (SMILES) = N#CC[SiH3]
- maximum force (hartree/bohr) = 0.11288

Mulliken population analysis, charges in e, atoms 1 to 5: 0.44 -0.34 0.14 -0.45 0.25



Entry 6:
A 2-piece molecular cluster, C2H5O overall at a distorted geometry. Source: the Open Molecules 2025 dataset; level of theory: wB97M-V/def2-TZVPD.

Structure (XYZ):
```
8
Properties=species:S:1:pos:R:3:forces:R:3
O 0.7082 0.6277 0.0618 -5.3 3.0 -0.2
C -1.4338 0.2669 -0.0353 0.7 0.0 1.1
C 1.4598 -0.2492 -0.0826 6.7 -0.8 1.2
H 1.3778 -1.2746 0.0419 -1.5 -2.4 -0.4
H -1.9156 1.0980 0.5810 1.1 -0.5 -1.5
H -1.4169 0.1689 -1.1543 -0.1 0.4 1.4
H -1.4009 -0.6228 0.6213 0.3 0.2 -0.9
H 2.6214 -0.0150 -0.0340 -2.0 0.2 -0.6
```
Forces are in eV/Å.

Calculated values
- total charge = +1
- molar mass (g mol⁻¹) = 45.06
- multiplicity = 1
- highest occupied orbital energy (eV) = -16.62
- HOMO-LUMO gap (eV) = 9.42
- energy relative to the best compared isomer or geometry (same formula, charge and spin) (kJ/mol) = 135.75
- DFT total energy (Ha) = -154.01748
- maximum force (hartree/bohr) = 0.13411

Mulliken population analysis, charges in e, atoms 1 to 5: -0.31 -0.18 0.06 0.27 0.30



Entry 7:
A 2-piece molecular cluster, C2H5O2S overall. Source: the Open Molecules 2025 dataset; level of theory: wB97M-V/def2-TZVPD.

Structure (XYZ):
```
10
Properties=species:S:1:pos:R:3:forces:R:3
S -0.6878 1.7949 -0.7323 0.1 -0.1 0.1
O 2.3621 -1.8631 0.6220 0.2 -0.1 -0.1
O 1.4951 -0.3218 -0.7446 0.3 -0.5 0.2
C 1.8621 -0.7818 0.4272 -0.1 0.2 0.0
C -1.7524 0.4215 -0.1609 0.4 -0.2 0.4
H -2.6609 0.7791 0.3293 -0.1 0.0 -0.2
H 1.6879 -0.0761 1.2555 -0.1 0.1 0.0
H 0.9126 0.5026 -0.6374 -0.4 0.4 -0.3
H -1.2126 -0.1669 0.5915 -0.1 0.0 0.0
H -2.0061 -0.2883 -0.9502 -0.1 0.2 -0.1
```
Forces are in eV/Å.

Calculated values
- total charge = -1
- molar mass (g mol⁻¹) = 93.13
- multiplicity = 1
- highest occupied orbital energy (eV) = -3.07
- HOMO-LUMO gap (eV) = 7.09
- energy relative to the best compared isomer or geometry (same formula, charge and spin) (kJ/mol) = 28.97
- DFT total energy (Ha) = -627.92978
- maximum force (hartree/bohr) = 0.01313

Mulliken population analysis, charges in e, atoms 1 to 5: -0.67 -0.56 -0.37 0.24 -0.74



Entry 8:
A 2-piece molecular cluster, C2H5O2S2 overall at a distorted geometry. Source: the Open Molecules 2025 dataset; level of theory: wB97M-V/def2-TZVPD.

Structure (XYZ):
```
11
Properties=species:S:1:pos:R:3:forces:R:3
S -1.8821 0.8942 0.6222 0.0 1.1 0.4
S -2.8616 1.9851 -0.9094 0.5 -1.0 0.7
O 0.7379 -2.3970 0.7993 -0.3 -0.1 0.0
O 2.9038 -2.0743 1.0607 -0.1 -0.3 0.3
C 1.8904 -1.9075 0.4366 1.0 0.3 0.1
C -0.1036 0.9970 0.1341 -0.3 -0.5 -0.9
H -3.2536 0.8695 -1.5647 0.1 0.3 -0.1
H 1.8672 -1.2950 -0.4690 -0.4 0.0 -0.4
H 0.7843 1.2948 0.7021 -1.0 0.5 1.0
H -0.1658 1.6801 -0.7124 0.4 -0.5 -0.4
H 0.0832 -0.0470 -0.0995 0.2 0.2 -0.8
```
Forces are in eV/Å.

Calculated values
- molar mass (g mol⁻¹) = 125.19
- multiplicity = 2
- highest occupied orbital energy (alpha / beta) (eV) = -9.20 / -9.20
- HOMO-LUMO gap (alpha / beta) (eV) = 9.41 / 5.59
- ⟨S²⟩ = 0.75
- energy relative to the best compared isomer or geometry (same formula, charge and spin) (kJ/mol) = 149.14
- DFT total energy (Ha) = -1025.94851
- maximum force (hartree/bohr) = 0.02931

Mulliken population analysis, charges in e, atoms 1 to 5: -0.08 -0.22 -0.17 -0.45 0.33



Entry 9:
A 2-piece molecular cluster, C2H5O2Si overall at a distorted geometry. Source: the Open Molecules 2025 dataset; level of theory: wB97M-V/def2-TZVPD.

Structure (XYZ):
```
10
Properties=species:S:1:pos:R:3:forces:R:3
Si 0.0376 -1.1999 -0.2486 1.5 0.8 -2.9
O 1.6578 -1.5781 -3.1592 0.5 0.1 0.2
O -0.5345 -2.1135 -3.3394 -0.7 -0.2 0.0
C 0.5134 -1.7841 -2.8589 0.0 0.3 1.1
C -0.2235 0.7189 -0.4624 -0.5 -1.9 -1.4
H -1.2379 -1.8112 -0.0398 -1.0 -0.5 0.9
H -0.9205 0.5635 -1.3434 0.8 0.9 0.7
H -0.6496 1.4049 0.2163 -0.8 0.5 1.2
H 0.7071 1.1599 -0.7732 0.4 0.1 -0.6
H 1.2131 -1.5721 0.5729 -0.2 -0.1 0.8
```
Forces are in eV/Å.

Calculated values
- total charge = -1
- molar mass (g mol⁻¹) = 89.15
- multiplicity = 1
- highest occupied orbital energy (eV) = -2.09
- HOMO-LUMO gap (eV) = 6.34
- energy relative to the best compared isomer or geometry (same formula, charge and spin) (kJ/mol) = 102.81
- DFT total energy (Ha) = -519.17217
- maximum force (hartree/bohr) = 0.06663

Mulliken population analysis, charges in e, atoms 1 to 5: 0.35 -0.36 -0.38 -0.09 -0.99



Entry 10:
A 2-piece molecular cluster, C2H5O3S overall at a distorted geometry. Source: the Open Molecules 2025 dataset; level of theory: wB97M-V/def2-TZVPD.

Structure (XYZ):
```
11
Properties=species:S:1:pos:R:3:forces:R:3
S 2.4146 -0.3987 0.1869 0.6 0.5 -1.0
O 2.4164 -1.5017 1.1479 -0.4 -1.9 0.9
O -1.6600 0.7963 -0.0158 0.2 -0.4 -1.0
O 3.0804 0.7783 0.7877 0.2 1.2 -0.1
C -1.5091 -0.5248 -0.5225 -1.6 -1.9 -0.1
C -0.3970 1.3048 0.2392 -0.3 -2.9 1.4
H -2.4881 -0.9057 -0.9961 1.5 1.0 0.2
H -1.4115 -1.2087 0.2995 0.1 -0.4 1.0
H -0.1722 2.0222 -0.4620 0.9 2.0 -1.2
H -0.5954 -0.8173 -1.0945 -0.7 1.2 -0.3
H 0.3218 0.4553 0.4298 -0.4 1.5 0.3
```
Forces are in eV/Å.

Calculated values
- total charge = -1
- molar mass (g mol⁻¹) = 109.13
- multiplicity = 1
- highest occupied orbital energy (alpha / beta) (eV) = -4.47 / -1.51
- HOMO-LUMO gap (alpha / beta) (eV) = 8.19 / 5.15
- energy relative to the best compared isomer or geometry (same formula, charge and spin) (kJ/mol) = 330.80
- DFT total energy (Ha) = -703.02313
- maximum force (hartree/bohr) = 0.06281

Mulliken population analysis, charges in e, atoms 1 to 5: 0.28 -0.56 -0.33 -0.57 -0.69



> Which formula does entry 7 have?

C2H5O2S